{"formula": "C5H12Si2", "method": "ωB97M-V/def2-TZVPD", "elements": ["Si", "Si", "C", "C", "C", "C", "C", "H", "H", "H", "H", "H", "H", "H", "H", "H", "H", "H", "H"], "coordinates": [[-1.540, -0.405, 1.429], [0.832, 1.537, 0.672], [-0.307, 0.845, 2.109], [-0.243, 0.855, -0.739], [2.130, 2.683, 0.690], [-1.291, 0.053, -0.443], [0.301, -2.438, -2.324], [0.037, 1.208, -1.725], [-1.832, -0.341, -1.271], [0.901, -3.294, -2.773], [-1.454, -1.861, 2.071], [0.333, 0.440, 2.914], [2.822, 2.739, 1.568], [-0.862, 1.663, 2.603], [-0.675, -2.777, -2.157], [0.216, -1.649, -3.011], [2.602, 2.801, -0.274], [-2.786, -0.004, 2.060], [0.815, -2.055, -1.402]], "energy_ha": -776.588481, "lumo_ev": 0.077, "homo_ev": -8.3, "charge": 0, "e_above_lowest_kcal_mol": 51.5}



{"formula": "C35H28BrI2MoN7O", "method": "ωB97M-V/def2-TZVPD", "elements": ["I", "I", "Mo", "Br", "O", "N", "N", "N", "N", "N", "N", "N", "C", "C", "C", "C", "C", "C", "C", "C", "C", "C", "C", "C", "C", "C", "C", "C", "C", "C", "C", "C", "C", "C", "C", "C", "C", "C", "C", "C", "C", "C", "C", "C", "C", "C", "C", "H", "H", "H", "H", "H", "H", "H", "H", "H", "H", "H", "H", "H", "H", "H", "H", "H", "H", "H", "H", "H", "H", "H", "H", "H", "H", "H", "H"], "coordinates": [[3.782, 6.778, 1.803], [-1.387, 3.738, 2.852], [-0.118, 0.043, 0.542], [-5.883, -3.307, -0.866], [0.341, 1.656, 1.303], [-1.700, -1.361, -0.051], [1.537, 1.158, -0.930], [0.848, -0.819, 3.143], [-1.222, -0.100, 2.393], [1.044, -0.922, 1.864], [0.843, -1.395, -0.565], [-1.223, 1.489, -0.906], [0.421, -1.414, -2.989], [4.372, -2.435, 1.380], [2.570, 5.073, 1.562], [3.326, -1.879, 2.077], [1.308, 5.035, 2.150], [-2.308, -1.263, -1.249], [1.022, 2.758, 1.350], [0.542, -2.080, -1.770], [2.685, 1.675, -0.157], [-2.969, 0.306, 3.979], [-0.805, -0.303, 4.772], [-2.105, 0.035, 5.046], [-0.381, -0.384, 3.433], [-2.592, 2.615, -3.062], [-0.554, 2.072, -1.910], [0.431, -3.472, -1.743], [-1.209, 2.639, -3.000], [-3.284, 2.097, -1.975], [4.274, -2.651, 0.000], [-2.262, -2.218, 0.823], [0.253, -4.184, -2.914], [0.948, 2.169, -1.815], [-3.519, -1.846, -1.550], [0.261, -2.137, -4.160], [3.028, 3.995, 0.808], [0.192, -3.520, -4.129], [3.128, -2.334, -0.696], [0.548, 3.894, 2.036], [-2.561, 1.563, -0.927], [2.172, -1.502, 1.374], [2.268, 2.850, 0.687], [-4.162, -2.614, -0.578], [2.047, -1.751, -0.020], [-3.469, -2.850, 0.611], [-2.483, 0.240, 2.695], [3.070, -2.509, -1.759], [-0.080, -0.519, 5.537], [-0.639, 3.095, -3.793], [0.946, 5.889, 2.700], [5.282, -2.705, 1.891], [3.510, 1.974, -0.818], [3.047, 0.858, 0.485], [0.210, -1.613, -5.101], [1.888, 0.394, -1.508], [-2.458, 0.084, 6.062], [-3.132, 0.464, 1.858], [-3.120, 3.005, -3.918], [-3.877, -3.510, 1.362], [5.110, -3.080, -0.531], [3.983, 4.054, 0.311], [0.470, -0.332, -3.036], [-3.961, -1.700, -2.521], [3.373, -1.719, 3.141], [0.175, -5.260, -2.880], [-3.077, 1.171, -0.059], [-1.789, -0.701, -2.015], [-4.361, 2.102, -1.934], [-1.714, -2.413, 1.739], [0.091, -4.075, -5.048], [-3.993, 0.587, 4.154], [0.502, -3.980, -0.791], [1.378, 2.125, -2.825], [1.175, 3.173, -1.425]], "energy_ha": -5046.205106, "lumo_ev": [-8.046, -8.107], "homo_ev": [-12.8, -12.9], "charge": 2, "e_above_lowest_kcal_mol": 8.7}



{"formula": "C4H8N2S", "method": "ωB97M-V/def2-TZVPD", "elements": ["S", "N", "N", "C", "C", "C", "C", "H", "H", "H", "H", "H", "H", "H", "H"], "coordinates": [[2.525, -1.016, 0.380], [-0.184, -0.511, 0.427], [-1.178, 0.424, 0.015], [-0.610, -1.745, 0.980], [0.957, 1.144, -0.686], [1.094, -0.206, 0.097], [-0.490, 1.195, -1.047], [-1.227, 1.059, 0.826], [-0.617, 0.675, -1.984], [1.714, 1.044, -1.486], [1.251, 1.959, 0.051], [-0.867, -1.597, 2.029], [-1.564, -2.011, 0.523], [-0.975, 2.162, -1.063], [0.170, -2.575, 0.937]], "energy_ha": -664.869010, "lumo_ev": 0.801, "homo_ev": -8.2, "charge": 0, "e_above_lowest_kcal_mol": 40.0}



{"formula": "C5H5NO2", "method": "ωB97M-V/def2-TZVPD", "elements": ["O", "O", "N", "C", "C", "C", "C", "C", "H", "H", "H", "H", "H"], "coordinates": [[-0.742, 1.964, -0.288], [1.559, -1.242, -0.188], [0.097, -1.369, -0.254], [-0.585, -0.358, -0.129], [0.056, 1.000, -0.043], [2.059, 0.008, 0.086], [-2.092, -0.673, 0.170], [1.507, 1.130, 0.154], [-2.526, -0.555, -0.872], [2.314, 1.911, -0.040], [3.011, -0.269, 0.105], [-2.533, 0.342, 0.791], [-2.125, -1.889, 0.507]], "energy_ha": -398.587172, "lumo_ev": 0.095, "homo_ev": -9.8, "charge": 0, "e_above_lowest_kcal_mol": 120.0}



{"formula": "C5H12N2O", "method": "ωB97M-V/def2-TZVPD", "elements": ["O", "N", "N", "C", "C", "C", "C", "C", "H", "H", "H", "H", "H", "H", "H", "H", "H", "H", "H", "H"], "coordinates": [[-1.366, 0.164, -1.443], [-1.910, -0.362, 1.969], [2.361, 0.603, -0.360], [1.311, -0.410, -0.228], [-1.117, -0.697, 0.724], [2.553, 1.226, -1.455], [-1.929, -0.394, -0.547], [0.259, -0.069, 0.825], [1.801, -1.381, -0.138], [-1.007, -1.780, 0.689], [-2.983, -0.685, -0.600], [1.868, 1.116, -2.288], [-2.210, 0.609, 1.868], [3.023, 0.723, 0.400], [3.409, 1.856, -1.680], [0.787, -0.594, -1.164], [-2.651, -1.048, 2.105], [0.127, 1.016, 0.711], [-1.269, -0.419, 2.764], [0.628, 0.020, 1.853]], "energy_ha": -381.787110, "lumo_ev": -8.242, "homo_ev": -18.3, "charge": 2, "e_above_lowest_kcal_mol": 12.8}



{"formula": "C18H59FN23O11", "method": "ωB97M-V/def2-TZVPD", "elements": ["F", "O", "O", "O", "O", "O", "O", "O", "O", "O", "O", "O", "N", "N", "N", "N", "N", "N", "N", "N", "N", "N", "N", "N", "N", "N", "N", "N", "N", "N", "N", "N", "N", "N", "N", "C", "C", "C", "C", "C", "C", "C", "C", "C", "C", "C", "C", "C", "C", "C", "C", "C", "C", "H", "H", "H", "H", "H", "H", "H", "H", "H", "H", "H", "H", "H", "H", "H", "H", "H", "H", "H", "H", "H", "H", "H", "H", "H", "H", "H", "H", "H", "H", "H", "H", "H", "H", "H", "H", "H", "H", "H", "H", "H", "H", "H", "H", "H", "H", "H", "H", "H", "H", "H", "H", "H", "H", "H", "H", "H", "H", "H"], "coordinates": [[-4.135, 0.378, 1.099], [2.864, 8.611, 3.088], [4.116, 0.521, -1.234], [-3.051, -8.327, 1.034], [4.749, 4.915, 1.934], [8.032, 1.451, -4.463], [2.363, -3.885, 7.163], [1.300, 3.195, 0.257], [-1.272, 0.540, -3.056], [-4.413, 0.266, -6.911], [-7.868, -2.344, -5.740], [-0.800, -3.765, 4.697], [-3.877, -1.388, -8.344], [3.831, -5.072, 5.934], [-2.466, 0.462, -4.965], [7.687, 1.000, -2.283], [-3.511, 0.312, -2.963], [-8.213, -2.794, -3.560], [3.353, 2.481, -2.043], [1.817, 4.045, 2.278], [-0.346, 3.889, 1.630], [-2.446, -3.071, 6.070], [1.531, 10.201, 2.210], [-2.605, -2.615, 0.828], [-6.123, -2.886, -4.422], [1.041, 8.012, 1.909], [-6.049, -0.911, -7.919], [5.557, 6.714, 3.023], [4.835, 1.257, -3.238], [2.225, -6.133, 7.124], [4.496, 6.968, 1.040], [9.777, 0.908, -3.145], [-2.243, -6.528, 2.123], [-3.304, -6.275, 0.140], [-0.283, -2.915, 6.718], [2.780, -4.961, 6.766], [-1.888, -1.779, 1.864], [0.068, -1.121, 0.045], [1.875, 8.922, 2.443], [-4.571, -0.866, 0.419], [-1.154, -3.281, 5.761], [-2.348, 0.444, -3.625], [-2.877, -7.120, 1.095], [1.413, -0.159, 0.067], [4.102, 1.366, -2.115], [-3.332, -1.771, -0.196], [-0.906, -0.612, 1.263], [0.946, 3.679, 1.321], [0.578, -2.684, 0.184], [8.471, 1.140, -3.367], [4.923, 6.122, 1.995], [-4.758, -0.621, -7.676], [-7.429, -2.655, -4.644], [0.721, 10.476, 1.681], [-3.134, -3.333, 5.377], [10.157, 0.651, -2.250], [4.837, 1.942, -3.975], [5.710, 7.706, 3.091], [-5.259, -0.516, -0.491], [4.189, -5.949, 5.596], [-5.498, -2.792, -5.212], [-3.171, -5.278, 0.173], [0.221, 8.248, 1.375], [-4.142, -2.123, -8.978], [-7.871, -3.050, -2.649], [-2.895, -1.203, -8.190], [-1.614, 0.560, -5.502], [5.895, 6.113, 3.764], [-6.352, -1.637, -8.545], [-2.757, -2.674, 6.941], [5.414, 0.433, -3.333], [-3.848, -2.539, -0.949], [2.554, -7.030, 6.807], [6.696, 1.165, -2.406], [-2.090, -5.536, 2.191], [-1.034, 3.627, 0.937], [-0.657, 4.286, 2.501], [10.402, 1.002, -3.935], [-3.343, 0.384, -5.452], [-5.304, -1.495, 1.120], [-1.180, -2.525, 2.472], [-1.905, -7.129, 2.864], [-5.743, -3.143, -3.527], [-0.211, -3.471, -0.189], [1.976, -0.341, -0.944], [0.700, -3.056, 6.525], [2.786, 2.601, -1.214], [1.520, -2.803, -0.533], [-3.467, 0.293, -1.953], [-0.436, -0.931, -1.020], [8.029, 0.745, -1.372], [-6.744, -0.357, -7.435], [2.133, 10.917, 2.595], [1.545, 4.445, 3.160], [4.278, -4.213, 5.640], [4.013, 6.563, 0.249], [-1.592, 0.244, 0.808], [-4.407, 0.231, -3.414], [2.800, 3.904, 2.085], [4.629, 7.965, 1.073], [-9.204, -2.629, -3.683], [3.328, 3.187, -2.759], [-2.608, -1.314, 2.692], [2.072, -0.479, 0.990], [-0.555, -2.515, 7.600], [-3.787, -6.679, -0.651], [1.104, 0.968, 0.250], [-0.326, -0.096, 2.163], [0.877, -2.894, 1.301], [-2.606, -1.124, -0.888], [1.263, 7.037, 2.061], [1.430, -6.095, 7.749]], "energy_ha": -2908.453831, "lumo_ev": 1.659, "homo_ev": -1.9, "charge": -1}



The lowest charge belongs to which entry? C18H59FN23O11



Copy entry 4 word for word.
{"formula": "C5H5NO2", "method": "ωB97M-V/def2-TZVPD", "elements": ["O", "O", "N", "C", "C", "C", "C", "C", "H", "H", "H", "H", "H"], "coordinates": [[-0.742, 1.964, -0.288], [1.559, -1.242, -0.188], [0.097, -1.369, -0.254], [-0.585, -0.358, -0.129], [0.056, 1.000, -0.043], [2.059, 0.008, 0.086], [-2.092, -0.673, 0.170], [1.507, 1.130, 0.154], [-2.526, -0.555, -0.872], [2.314, 1.911, -0.040], [3.011, -0.269, 0.105], [-2.533, 0.342, 0.791], [-2.125, -1.889, 0.507]], "energy_ha": -398.587172, "lumo_ev": 0.095, "homo_ev": -9.8, "charge": 0, "e_above_lowest_kcal_mol": 120.0}



What is the charge in the second record? +2